Record 1
Computed, not measured: a molecular structure, C21H38ClCs2KN4O13PS3 at a distorted geometry, with ωB97M-V/def2-TZVPD.

Output
ΔE to the lowest compared entry with this formula, charge and spin = 16.8 kcal per mole
DFT total energy = -4656.0414 Eh
LUMO = -0.255 eV
Net charge = -1
F_max = 10.03 eV Å⁻¹

```
84
Properties=species:S:1:pos:R:3:forces:R:3:mulliken_charge:R:1
O -5.011 1.309 0.701 3.3 -6.6 -3.7 -0.998
S -3.940 0.599 1.380 -1.3 0.5 0.4 1.481
O -4.487 -0.037 2.514 0.3 -1.2 1.5 -0.687
C -2.628 1.681 1.866 -0.2 -0.6 -0.4 -0.566
C -1.289 0.980 2.123 -0.5 -0.1 -0.3 -0.954
C -1.037 -0.337 1.380 0.1 0.5 0.7 -0.500
C -2.251 -1.165 1.097 0.9 -1.5 -0.9 -0.275
N -1.840 -2.280 0.197 -1.1 0.6 -0.2 -0.357
C -1.678 -1.987 -0.970 1.1 0.5 0.8 0.531
S -1.103 -1.382 -2.283 -0.3 -0.3 -0.8 -0.316
O -3.294 -0.416 0.393 0.4 0.0 0.1 -0.257
H -2.943 2.134 2.793 -0.4 0.3 0.2 0.569
H -2.511 2.453 1.123 -0.1 0.2 -0.3 0.383
H -0.599 1.703 1.758 0.9 0.4 0.0 0.222
H -1.135 0.908 3.183 0.0 -0.3 0.4 0.436
H -0.467 -0.138 0.488 -0.1 0.0 -0.6 0.443
H -0.405 -0.950 2.004 0.3 -0.3 0.2 0.331
H -2.659 -1.634 1.973 -0.4 0.1 0.4 0.438
K -5.538 3.022 1.335 -2.6 8.0 2.7 0.962
O 0.172 5.214 2.717 0.5 -0.8 -1.1 -0.529
S -1.228 5.354 2.816 0.1 0.9 1.4 0.925
O -2.113 4.285 2.370 -0.1 0.1 -0.2 -0.557
O -1.670 6.702 2.086 -0.4 -0.1 -0.2 -0.324
C -1.231 6.897 0.734 0.2 0.1 -0.4 -0.383
C -2.026 6.078 -0.268 0.0 -0.2 0.1 -0.808
C -1.612 5.812 4.456 -0.5 0.2 0.0 -0.999
H -0.163 6.689 0.661 0.0 -0.1 0.1 0.318
H -1.368 7.957 0.535 0.0 0.0 0.2 0.323
H -1.838 5.012 -0.141 0.1 0.0 0.0 0.135
H -1.747 6.354 -1.285 0.0 0.1 0.0 0.410
H -3.096 6.242 -0.134 0.0 0.1 -0.1 0.216
H -0.937 6.623 4.743 0.4 -0.3 0.1 0.360
H -1.424 4.944 5.081 0.2 0.0 0.0 0.395
H -2.662 6.103 4.504 0.0 0.0 0.0 0.343
N -0.367 -7.290 -0.762 0.0 0.0 -0.1 -0.608
C 0.929 -7.564 -0.572 -0.1 -0.1 0.0 -0.164
C 1.841 -6.647 -0.101 -0.5 -1.0 1.0 -0.965
C 1.389 -5.364 0.189 -2.7 -1.5 3.6 -0.200
C 0.058 -5.058 0.001 0.1 0.0 0.2 -0.128
C -0.778 -6.063 -0.477 -0.1 -0.1 -0.1 -0.360
H 1.234 -8.576 -0.813 0.1 0.0 0.1 0.426
H 2.884 -6.922 0.038 -0.1 -0.1 0.1 0.561
H 2.071 -4.615 0.561 -0.7 -0.3 1.5 0.204
H -0.329 -4.076 0.222 -0.1 0.0 0.1 0.723
H -1.833 -5.876 -0.637 0.0 0.1 0.0 0.410
O 3.439 5.835 6.405 0.0 -0.2 -0.1 -0.768
P 2.608 5.701 5.126 -0.6 3.0 3.1 0.841
O 1.217 6.350 5.313 -0.4 -0.2 -0.2 -0.628
O 2.419 4.182 4.794 -3.1 0.0 6.3 -0.789
O 3.345 6.379 3.946 -0.1 -0.1 -0.2 -0.905
C 1.630 -7.913 3.419 -0.3 0.8 0.2 -0.082
N 3.004 -8.251 3.791 -0.1 -0.1 -0.4 0.951
O 3.845 -8.351 2.896 0.1 0.2 -0.1 -0.616
O 3.252 -8.411 4.961 0.1 -0.1 0.3 -0.560
H 1.583 -7.811 2.343 0.1 -0.2 -0.1 -0.139
H 0.993 -8.723 3.764 -0.1 0.1 0.2 0.278
H 1.343 -6.868 3.936 0.4 -1.5 -0.5 -0.016
C -5.103 1.525 -3.750 -0.1 -0.1 0.0 -1.041
C -6.279 1.714 -4.702 0.1 -0.1 0.1 -0.420
C -6.186 3.020 -5.498 -0.1 -0.2 0.1 -0.433
C -6.182 4.166 -4.595 0.0 -0.1 -0.4 0.251
N -6.196 5.055 -3.876 0.0 0.4 0.4 -0.415
H -5.069 2.317 -3.001 0.0 0.1 0.0 0.278
H -5.192 0.577 -3.221 0.0 0.0 0.0 0.307
H -4.155 1.523 -4.289 0.0 0.0 0.0 0.319
H -7.211 1.701 -4.134 -0.1 0.0 0.0 0.289
H -6.319 0.876 -5.398 0.0 0.1 -0.1 0.315
H -7.034 3.117 -6.176 0.0 0.1 0.0 0.284
H -5.274 3.042 -6.095 0.0 0.0 0.0 0.275
Cs 2.768 -4.613 -1.522 4.2 3.1 -6.1 0.864
C 7.806 -1.993 -5.634 -0.2 0.0 -0.1 -1.214
C 7.413 -1.621 -4.213 0.5 -0.3 -0.1 0.355
C 8.637 -1.383 -3.343 -0.1 0.1 0.1 -1.221
O 6.603 -2.656 -3.644 -0.3 0.1 0.0 -0.521
H 8.389 -2.918 -5.640 0.1 0.0 0.0 0.321
H 6.919 -2.164 -6.245 0.0 0.0 0.0 0.302
H 8.402 -1.207 -6.098 0.0 0.0 0.0 0.363
H 6.795 -0.724 -4.227 -0.1 -0.1 0.1 0.284
H 9.244 -2.291 -3.282 0.0 0.0 -0.1 0.323
H 8.340 -1.122 -2.328 0.0 0.1 0.0 0.315
H 9.256 -0.580 -3.742 0.0 0.0 0.0 0.363
H 7.131 -3.460 -3.622 0.1 0.0 0.0 0.330
Cs 3.231 4.058 2.963 3.6 -2.4 -9.0 0.709
Cl 0.935 -5.326 4.792 -0.3 0.9 0.1 -0.756
```
Positions in Å, forces in eV/Å.

***

Record 2
Computed, not measured: 13 unconnected molecules or ions with the total composition C35H51N7O15 at a distorted geometry, with ωB97M-V/def2-TZVPD.

Output
DFT total energy = -2876.1350 Eh
LUMO = 0.517 eV
F_max = 3.53 eV Å⁻¹

```
108
Properties=species:S:1:pos:R:3:forces:R:3:mulliken_charge:R:1
C 5.442 0.332 4.024 1.0 1.3 0.6 -0.932
C 4.120 -0.119 4.334 -0.7 0.2 -0.1 0.512
N 3.045 -0.422 4.584 -0.3 -0.2 0.0 -0.442
H 6.116 -0.516 3.975 0.2 0.1 -0.2 0.272
H 5.779 1.050 4.799 -0.1 -0.8 0.0 0.356
H 5.483 0.983 3.151 -0.3 -0.6 -0.5 0.225
C -4.059 -1.744 0.533 -1.0 -0.1 -0.3 -0.197
C -3.126 -2.541 1.286 -0.7 0.2 -0.2 0.514
N -2.409 -3.277 1.777 0.9 -0.6 0.8 -0.587
H -5.003 -1.545 1.069 0.5 -0.3 0.0 0.439
H -4.312 -2.355 -0.354 0.2 0.7 0.1 -0.015
H -3.606 -0.783 0.321 0.0 0.1 -0.4 -0.019
C -4.465 3.669 3.398 -0.5 0.0 -1.5 -0.772
C -3.569 4.833 3.303 0.1 -0.4 0.7 0.504
N -2.881 5.753 3.366 -0.1 -0.2 -0.3 -0.500
H -4.060 2.824 3.974 0.0 0.6 -0.1 0.228
H -4.693 3.308 2.355 0.4 0.2 1.0 0.232
H -5.426 4.029 3.786 0.3 -0.2 0.2 0.357
C 4.591 -2.626 1.324 0.0 -1.2 0.6 0.017
C 4.018 -2.702 -0.008 -0.2 -0.8 -2.2 0.284
N 3.631 -2.853 -1.096 0.4 0.4 1.7 -0.462
H 5.554 -3.259 1.390 -1.3 1.4 -0.2 0.360
H 3.854 -3.160 1.990 0.7 0.8 -0.3 -0.091
H 4.688 -1.549 1.547 0.3 -0.6 0.4 -0.104
C -0.125 4.125 3.999 2.0 -0.3 -0.6 -0.715
C 0.360 4.502 2.662 -1.3 -0.6 2.2 0.445
N 0.649 4.748 1.598 0.8 0.6 -2.3 -0.447
H -0.792 3.276 3.839 -0.3 0.3 0.3 -0.011
H -0.544 5.031 4.448 0.0 -0.6 0.3 0.405
H 0.819 3.711 4.470 -1.3 0.7 0.2 0.384
C 4.511 -1.079 -4.266 0.9 1.7 -0.5 -1.156
C 3.860 -0.159 -3.307 1.3 -2.0 -1.2 0.411
N 3.232 0.482 -2.611 -0.7 1.0 0.9 -0.192
H 4.890 -0.510 -5.135 -0.4 -0.1 0.4 0.351
H 3.811 -1.764 -4.620 -1.6 -1.0 -0.7 0.253
H 5.332 -1.712 -3.979 0.4 0.2 1.1 0.360
C 2.395 2.656 -0.655 1.1 -0.9 0.3 0.209
C 3.506 2.014 0.057 -1.3 1.4 -1.2 0.117
N 4.400 1.572 0.591 1.7 -1.1 1.3 -0.585
H 2.015 3.432 -0.018 -0.6 0.2 0.3 0.262
H 1.727 1.800 -0.823 -0.3 0.9 -0.4 -0.548
H 2.799 3.130 -1.558 -0.4 -0.5 0.0 0.550
C 0.274 0.785 -3.617 -1.0 -0.4 0.9 0.804
C 1.052 1.435 -4.696 0.3 0.4 -0.6 -0.486
O 1.452 0.397 -5.555 0.3 -1.4 -0.3 -0.386
C 0.963 -0.783 -5.095 -0.6 -0.8 -0.7 0.412
O 1.137 -1.854 -5.617 0.1 1.1 0.6 -0.573
O 0.150 -0.579 -4.031 0.7 -0.2 -0.3 -0.151
H -0.724 1.205 -3.652 -0.2 0.0 0.8 0.293
H 0.758 0.812 -2.631 -0.3 0.1 -0.3 -0.687
H 1.939 1.893 -4.343 0.7 0.8 0.4 0.368
H 0.431 2.106 -5.257 -0.1 0.6 -0.3 0.341
C -5.077 -2.407 -3.475 0.0 -3.3 1.2 -0.212
C -3.790 -2.216 -4.245 -0.8 1.9 0.7 0.363
O -3.688 -0.734 -4.026 1.1 -0.5 -1.1 -0.359
C -4.290 -0.381 -2.865 -0.1 -1.8 -1.7 0.672
O -4.023 0.574 -2.231 -0.1 0.9 0.7 -0.504
O -5.236 -1.312 -2.594 0.1 0.7 0.3 -0.365
H -4.999 -3.322 -2.763 -0.3 1.2 -1.6 0.203
H -5.891 -2.528 -4.189 -0.4 0.3 0.4 0.275
H -3.809 -2.586 -5.283 -0.2 1.0 0.2 0.327
H -2.940 -2.641 -3.791 1.0 -0.5 0.8 -0.330
C 0.008 -3.211 5.144 1.4 0.5 2.0 -0.464
C 0.096 -2.327 3.923 1.3 0.8 -0.5 0.681
O 1.207 -2.983 3.153 -1.8 1.0 0.5 0.117
C 1.802 -3.874 3.940 1.2 -2.0 -1.2 0.336
O 2.647 -4.642 3.498 -0.9 1.4 1.1 -0.612
O 1.291 -3.905 5.175 -0.3 0.1 -0.4 -0.390
H -0.753 -3.961 5.178 -0.6 -0.4 -0.6 0.294
H -0.038 -2.711 6.135 -0.1 0.2 -0.9 0.274
H 0.418 -1.260 4.061 -0.1 -1.1 0.4 0.067
H -0.827 -2.310 3.366 0.0 -0.4 -0.5 -0.336
O -1.044 2.500 -0.189 -0.1 0.9 -0.2 -0.428
C -1.074 3.628 -0.606 1.2 -0.8 -0.4 0.240
O -0.018 4.104 -1.367 -1.0 -0.4 1.0 -0.288
C -0.260 5.463 -1.651 -0.3 1.2 -0.7 -0.592
C -1.444 5.962 -0.808 -0.4 -0.7 -0.5 -0.762
C -2.159 4.661 -0.460 1.0 0.0 0.6 0.132
H -0.545 5.513 -2.713 0.2 0.2 0.2 0.402
H 0.613 6.097 -1.484 0.2 -0.4 0.0 0.334
H -2.039 6.612 -1.474 0.2 0.1 0.9 0.361
H -1.187 6.350 0.171 0.4 0.8 -0.4 0.327
H -2.900 4.407 -1.200 -0.8 -0.2 0.2 0.483
H -2.430 4.644 0.615 -0.6 -0.1 -0.9 -0.337
O -1.480 1.444 2.985 0.1 -0.5 -0.6 -0.779
C -0.963 0.857 2.064 -0.3 -0.2 -0.7 0.225
O -1.681 0.174 1.116 -0.3 0.6 1.0 -0.525
C -0.838 -0.254 0.042 0.0 -1.5 0.8 0.705
C 0.536 -0.415 0.694 0.5 1.0 -0.9 1.114
C 0.505 0.679 1.733 0.3 0.7 0.4 0.808
H -0.930 0.455 -0.763 0.4 0.2 -0.1 -0.367
H -1.192 -1.218 -0.300 -0.4 -0.2 -0.1 0.173
H 1.271 -0.171 -0.065 0.5 -0.3 -0.1 -0.215
H 0.811 -1.367 1.154 -0.6 -0.1 -0.3 -0.758
H 0.934 1.624 1.343 -0.5 -0.4 0.4 -0.662
H 1.045 0.413 2.631 0.2 0.1 0.3 0.042
O -2.931 -4.622 -1.777 -0.7 -0.5 -0.3 -0.587
C -1.744 -4.530 -1.668 0.7 0.4 2.2 0.475
O -1.045 -3.740 -2.481 -0.9 0.7 -0.4 -0.229
C 0.291 -3.542 -2.080 1.8 -0.5 0.2 -0.025
C 0.431 -4.153 -0.655 0.0 -1.2 -0.5 0.801
C -0.822 -5.059 -0.500 -0.8 2.3 -0.8 -0.722
H 0.618 -2.455 -2.131 -0.7 -1.4 -0.1 -0.271
H 0.841 -4.173 -2.805 0.4 0.8 0.4 0.401
H 0.466 -3.402 0.106 -0.3 0.5 0.4 -0.825
H 1.374 -4.694 -0.539 -0.1 0.0 -0.3 0.484
H -1.307 -4.952 0.468 -0.3 0.7 -0.1 0.253
H -0.805 -6.106 -0.540 1.0 -1.7 -0.7 0.370
```
Positions in Å, forces in eV/Å.

***

Record 3
Computed, not measured: a molecular structure, C22H44GaN3OP2 at a distorted geometry, with ωB97M-V/def2-TZVPD.

Output
ΔE to the lowest compared entry with this formula, charge and spin = 34.8 kcal per mole
DFT total energy = -3711.1191 Eh
LUMO = -7.100 eV
Net charge = +2
F_max = 8.75 eV Å⁻¹

```
73
Properties=species:S:1:pos:R:3:forces:R:3:mulliken_charge:R:1
Ga -0.047 0.144 -0.526 -3.0 1.0 -1.4 2.172
P 0.370 -1.903 -1.715 -0.5 -1.0 -0.2 0.188
P 0.513 2.503 0.200 -0.9 0.8 -0.1 -0.899
N 0.625 1.038 -2.580 -0.2 0.0 0.6 -0.329
C 1.263 -1.298 -3.198 0.2 -0.1 -0.6 -1.045
H 2.157 -1.919 -3.345 -0.2 0.1 -0.1 0.397
H 0.615 -1.459 -4.073 0.2 0.0 0.2 0.521
C 1.697 0.172 -3.144 -0.2 0.4 -0.2 -1.086
H 2.596 0.307 -2.527 -0.2 0.0 -0.1 0.372
H 1.937 0.547 -4.157 0.0 -0.4 0.4 0.624
C 0.970 2.507 -2.600 -0.2 -0.4 -0.1 -1.119
H 0.066 3.067 -2.889 0.3 -0.2 0.2 0.463
H 1.725 2.672 -3.386 -0.3 0.0 0.3 0.473
C 1.516 2.985 -1.255 0.5 0.4 0.1 -0.674
H 1.609 4.082 -1.268 0.1 -0.3 -0.1 0.635
H 2.528 2.589 -1.091 -0.1 0.1 -0.1 0.442
C 1.361 3.160 1.723 0.5 0.2 -0.3 0.932
C 2.262 2.094 2.370 0.2 -0.1 0.0 -1.309
H 3.186 1.929 1.802 -0.2 0.0 0.1 0.346
H 1.746 1.132 2.482 0.2 0.2 0.1 0.171
H 2.536 2.426 3.382 0.1 -0.1 -0.4 0.475
C -1.051 3.465 -0.077 0.2 -0.2 0.0 0.517
C -2.195 3.064 0.869 -0.4 -0.1 0.0 -1.289
H -3.142 3.100 0.308 0.3 0.0 0.3 0.373
H -2.284 3.769 1.708 0.1 -0.3 -0.2 0.427
H -2.098 2.047 1.277 -0.1 0.3 -0.2 0.100
C -1.276 -2.543 -2.274 0.0 0.2 -0.1 0.867
C -2.005 -3.322 -1.171 -0.3 0.0 0.2 -1.349
H -3.077 -3.348 -1.422 0.4 0.0 0.0 0.566
H -1.909 -2.881 -0.166 0.1 -0.1 -0.5 -0.161
H -1.664 -4.368 -1.124 0.0 0.4 0.0 0.368
C 1.376 -3.246 -0.946 0.1 0.1 0.0 0.332
C 0.931 -3.538 0.494 0.0 -0.3 0.1 -1.171
H 1.703 -4.147 0.990 -0.2 0.2 -0.2 0.500
H -0.010 -4.103 0.537 0.4 0.3 -0.1 0.244
H 0.795 -2.621 1.081 0.0 -0.2 -0.1 0.115
C 1.703 -0.217 0.132 7.9 -1.9 3.2 0.652
O 2.811 -0.458 0.414 -5.0 1.1 -1.5 -0.307
C -0.804 4.984 -0.098 -0.1 0.4 -0.4 -1.676
H 0.221 5.280 0.165 -0.3 -0.1 0.0 0.446
H -1.013 5.386 -1.100 0.1 0.0 0.3 0.262
H -1.487 5.492 0.596 0.2 -0.1 -0.2 0.438
C -1.228 -3.311 -3.609 -0.1 0.0 -0.4 -1.572
H -1.895 -4.184 -3.565 0.2 0.2 0.0 0.384
H -1.600 -2.665 -4.417 0.2 -0.3 0.1 0.391
H -0.228 -3.667 -3.896 -0.3 0.1 0.1 0.379
C 1.430 -4.512 -1.805 0.1 -0.1 0.0 -1.495
H 2.070 -5.248 -1.300 -0.1 0.2 -0.2 0.463
H 0.438 -4.966 -1.933 0.3 0.2 0.0 0.270
H 1.866 -4.314 -2.792 -0.1 -0.1 0.2 0.362
C 0.427 3.773 2.774 -0.2 0.1 0.1 -1.394
H -0.353 3.069 3.092 0.2 0.3 -0.1 0.024
H 1.026 4.015 3.665 -0.2 0.0 -0.3 0.532
H -0.048 4.702 2.434 0.1 -0.3 0.1 0.286
H 1.996 3.964 1.311 -0.1 -0.2 0.3 0.802
H 2.387 -2.807 -0.892 -0.1 -0.1 -0.1 0.533
H -1.341 3.145 -1.092 0.1 0.0 0.3 0.589
H -1.843 -1.609 -2.443 0.2 -0.2 0.1 0.387
H -0.243 0.903 -3.109 0.4 0.0 0.0 0.358
H -1.578 0.333 -0.724 -0.1 0.0 0.2 -0.505
N -1.772 -3.102 2.067 -0.1 -0.5 0.3 -0.356
C -1.471 -1.888 2.740 -0.2 -0.2 0.9 0.208
C -1.695 -1.787 4.130 0.2 0.4 -0.4 -0.811
C -1.445 -0.577 4.777 0.1 -0.2 -0.4 -0.606
C -0.939 0.484 4.008 0.0 -0.3 -0.5 -1.301
C -0.710 0.267 2.645 -0.2 0.0 0.9 0.440
N -0.969 -0.894 2.017 0.4 0.6 -0.3 0.368
H -2.775 -3.194 1.903 0.2 0.2 0.0 0.293
H -1.531 -3.895 2.672 -0.1 0.3 -0.3 0.301
H -2.071 -2.676 4.638 0.0 0.4 0.0 0.417
H -1.643 -0.456 5.843 0.1 0.0 -0.3 0.447
H -0.728 1.459 4.444 0.0 -0.3 0.0 0.505
H -0.295 1.069 2.016 -0.3 -0.5 0.5 -0.703
```
Positions in Å, forces in eV/Å.

***

Record 4
Computed, not measured: a molecular structure, C3H5O3Y at a distorted geometry, with ωB97M-V/def2-TZVPD.

Output
ΔE to the lowest compared entry with this formula, charge and spin = 132.8 kcal per mole
DFT total energy = -379.1331 Eh
LUMO (spin up / spin down) = -23.396 / -23.394 eV
Net charge = +4
F_max = 3.52 eV Å⁻¹

```
12
Properties=species:S:1:pos:R:3:forces:R:3:nbo_charge:R:1
H -0.903 0.694 -1.765 -0.5 0.0 -0.4 0.595
O -0.749 0.205 -0.934 1.3 0.4 -0.7 -0.589
C -1.878 0.411 0.127 -3.0 1.6 0.6 0.967
C -0.506 -1.243 -1.012 -0.5 -0.5 -0.3 -0.105
O -2.630 1.301 0.060 1.6 -1.0 -0.2 -0.277
O -1.734 -0.610 0.886 0.9 -1.3 0.3 -0.344
C -0.746 -1.592 0.448 -1.0 0.5 -0.3 -0.095
Y 3.457 0.653 -0.056 1.1 0.4 0.2 2.837
H 0.504 -1.442 -1.373 -0.1 0.0 0.0 0.192
H -1.237 -1.682 -1.696 0.0 0.0 0.0 0.300
H 0.149 -1.451 1.062 0.1 -0.1 0.4 0.187
H -1.189 -2.581 0.582 0.2 -0.1 0.3 0.333
```
Positions in Å, forces in eV/Å.